Entry from the OMol25 dataset: a structure of composition C52H41ErN7O4 (ωB97M-V with the def2-TZVPD basis set).

Geometry as XYZ:
```
105
Properties=species:S:1:pos:R:3:forces:R:3:lowdin_charge:R:1
Er 0.464 0.385 0.348 1.2 0.0 0.2 1.516
C 6.023 -2.654 -7.549 0.5 0.7 0.8 -0.039
O 5.152 -1.511 -7.511 0.1 -0.1 0.7 -0.079
C 4.548 -1.219 -6.329 -1.0 0.7 0.4 -0.240
C 3.228 -0.697 -6.431 1.9 -1.8 0.4 0.026
C 2.458 -0.664 -5.295 -0.1 0.9 0.2 -0.066
C 2.935 -0.797 -3.999 1.7 -0.6 -0.4 -0.173
C 4.336 -1.181 -3.923 -1.8 1.1 1.7 -0.033
C 5.115 -1.353 -5.019 0.2 -0.3 -2.0 -0.021
C 2.054 -0.561 -2.839 0.0 -1.2 2.1 -0.041
C 2.164 -1.544 -1.756 0.2 -0.3 0.1 -0.202
C 2.670 -2.898 -1.911 0.0 -0.6 0.8 0.008
C 2.428 -3.590 -0.719 0.5 0.8 -1.5 0.007
C 1.859 -2.641 0.185 -0.2 -0.6 0.5 -0.224
N 1.713 -1.401 -0.444 -0.2 -0.6 -0.4 -0.038
C 1.465 -3.022 1.517 -0.7 1.5 0.1 -0.046
C 0.623 -2.214 2.323 -0.8 0.5 0.0 -0.217
C 0.336 -2.359 3.741 -0.3 0.4 -0.5 0.027
C -0.590 -1.371 4.071 1.2 -1.5 0.8 -0.011
C -0.960 -0.698 2.889 0.1 0.9 -1.5 -0.237
C -2.046 0.232 2.728 0.2 -0.3 -0.5 -0.047
C -2.798 0.695 3.964 -0.7 -0.7 -0.8 -0.190
C -3.341 -0.220 4.888 0.8 1.2 -0.3 -0.024
C -3.918 0.275 6.067 0.8 -1.5 -0.2 0.004
C -3.908 1.615 6.376 0.5 1.5 -0.6 -0.294
O -4.365 2.136 7.573 0.5 -0.9 -0.6 -0.116
C -5.714 2.581 7.549 -0.6 0.2 0.7 -0.076
C -3.405 2.543 5.424 -0.9 -0.2 0.3 0.023
C -3.010 2.077 4.162 0.1 -0.1 0.7 -0.018
C -2.460 0.724 1.443 -0.5 0.3 -0.3 -0.220
N -1.647 0.937 0.313 -2.1 0.2 1.2 -0.056
C -2.451 1.553 -0.632 0.2 0.1 0.2 -0.248
C -1.929 2.095 -1.816 -0.1 -0.2 -0.9 -0.048
C -2.788 3.097 -2.563 -0.5 -0.2 1.1 -0.190
C -3.345 4.211 -1.881 2.0 -0.1 0.4 -0.032
C -4.110 5.133 -2.568 -1.3 -0.3 -0.6 0.012
C -4.620 4.781 -3.840 0.2 0.8 -0.4 -0.257
O -5.535 5.628 -4.459 -0.4 -1.0 0.1 -0.112
C -6.706 4.970 -5.083 0.9 0.3 -0.5 -0.036
C -4.075 3.688 -4.514 -1.0 0.8 -0.3 -0.017
C -3.198 2.875 -3.871 0.9 -1.4 0.6 -0.050
C -0.699 1.637 -2.387 -1.3 0.9 1.3 -0.252
C -0.146 2.176 -3.572 1.7 0.0 -1.5 -0.012
C 0.994 1.463 -3.897 -0.7 -0.2 1.1 0.030
C 1.099 0.484 -2.797 1.2 -0.5 -1.2 -0.224
N 0.087 0.641 -1.848 0.6 0.6 -1.9 -0.034
C -3.822 1.640 -0.196 0.0 -1.3 1.9 0.027
C -3.840 1.097 1.112 0.4 1.1 -0.4 0.028
N -0.151 -1.157 1.822 -0.5 -0.3 1.3 -0.059
C 1.906 -4.298 2.113 1.4 -1.1 -0.4 -0.203
C 3.277 -4.656 2.059 0.1 0.6 0.9 -0.035
C 3.777 -5.811 2.645 -0.9 -1.3 -0.4 0.010
C 2.910 -6.831 3.130 -0.7 1.8 -0.2 -0.264
O 3.431 -7.892 3.833 -0.5 0.1 -0.7 -0.114
C 3.364 -9.209 3.244 -1.0 0.1 0.7 -0.052
C 1.512 -6.530 3.084 1.2 -0.2 1.0 0.019
C 1.064 -5.256 2.685 0.1 -0.9 -0.1 -0.029
H 6.854 -2.379 -8.186 0.3 0.0 0.0 0.092
H 5.529 -3.488 -8.001 -0.6 -0.5 -0.2 0.084
H 6.376 -2.924 -6.535 -0.1 0.1 -0.7 0.088
H 2.815 -0.586 -7.407 -0.3 0.1 -0.5 0.115
H 1.431 -0.439 -5.414 -0.9 0.1 -0.2 0.104
H 4.832 -1.244 -2.944 -0.4 0.0 -0.3 0.125
H 6.172 -1.566 -4.884 -0.2 -0.1 -0.1 0.116
H 3.178 -3.361 -2.770 -0.6 0.6 0.3 0.119
H 2.618 -4.662 -0.560 -0.1 0.8 0.1 0.128
H 0.796 -3.142 4.359 -0.3 0.7 -0.2 0.124
H -0.929 -1.166 5.082 -0.1 0.0 -0.4 0.115
H -3.225 -1.289 4.690 -0.3 0.4 0.3 0.123
H -4.148 -0.507 6.770 -0.7 0.3 0.5 0.120
H -5.721 3.661 7.732 -0.1 -0.1 -0.3 0.089
H -6.236 2.115 8.400 0.1 0.1 -0.4 0.093
H -6.245 2.335 6.619 0.3 0.1 0.2 0.100
H -3.429 3.609 5.762 0.0 -0.9 -0.8 0.138
H -2.918 2.736 3.305 0.6 0.2 0.3 0.114
H -2.976 4.382 -0.835 -0.6 0.1 -1.1 0.136
H -4.430 6.087 -2.162 -0.1 -0.2 0.3 0.121
H -7.203 5.738 -5.740 0.8 -0.9 0.6 0.107
H -7.407 4.636 -4.328 -0.1 0.1 0.4 0.080
H -6.396 4.052 -5.641 -0.2 1.0 0.1 0.082
H -4.337 3.479 -5.540 -0.2 0.0 0.0 0.118
H -2.901 1.932 -4.325 0.2 0.3 -0.2 0.130
H -0.469 3.033 -4.144 -0.4 -0.1 0.2 0.118
H 1.687 1.540 -4.780 -1.0 0.2 1.4 0.133
H -4.676 1.902 -0.841 0.7 0.1 0.6 0.129
H -4.669 1.018 1.874 0.9 0.0 -1.3 0.137
H 4.009 -3.893 1.778 -0.3 -0.3 -0.3 0.126
H 4.832 -6.022 2.619 0.3 0.1 0.2 0.114
H 3.707 -9.875 4.037 0.2 0.1 -0.3 0.091
H 4.010 -9.234 2.381 0.2 -0.2 -0.4 0.083
H 2.326 -9.553 2.987 0.8 0.7 0.1 0.102
H 0.845 -7.260 3.581 0.2 0.6 -0.5 0.126
H 0.021 -5.056 2.842 -0.4 0.2 -0.2 0.113
N 2.618 5.888 0.371 0.0 -1.9 0.8 0.134
C 2.527 4.652 1.065 -1.7 0.6 0.6 -0.318
C 1.643 3.591 0.679 2.1 -0.5 0.5 -0.029
N 1.634 2.447 1.426 -1.6 1.6 -0.5 -0.033
C 2.148 2.491 2.683 -0.7 -1.4 -1.1 -0.122
C 2.933 3.527 3.071 0.0 0.5 -0.1 -0.102
N 3.052 4.576 2.275 1.8 0.9 0.0 0.131
H 2.386 5.815 -0.598 -0.1 0.0 -0.5 0.082
H 3.476 6.404 0.509 0.0 -0.1 0.3 0.102
H 1.135 3.687 -0.277 -0.1 -0.7 0.0 0.115
H 1.845 1.693 3.352 0.5 -0.3 -0.2 0.115
H 3.463 3.483 4.028 -0.3 0.4 -0.3 0.128
```
Positions in Å, forces in eV/Å.

Summary:
Multiplicity: 4
Total charge: +1
Orbital gap (alpha / beta): 5.07 / 5.06 eV

=====

Entry from the OMol25 dataset: a structure of composition C52H41N5OPSTi (ωB97M-V with the def2-TZVPD basis set).

Geometry as XYZ:
```
102
Properties=species:S:1:pos:R:3:forces:R:3:lowdin_charge:R:1
Ti -0.073 0.043 -0.220 -0.2 -0.4 -0.2 1.102
C 7.574 -0.244 -0.663 0.1 0.0 -0.1 -0.093
C 6.712 -0.622 0.352 0.0 0.0 0.1 -0.079
C 5.347 -0.616 0.137 0.0 0.0 0.0 -0.019
C 4.817 -0.219 -1.092 0.1 -0.1 0.0 -0.199
C 5.688 0.133 -2.112 0.0 0.0 -0.1 -0.039
C 7.058 0.113 -1.897 0.1 0.1 -0.1 -0.083
C 3.339 -0.141 -1.158 -0.7 -0.6 -0.1 -0.078
C 2.742 1.134 -0.993 0.3 0.1 -0.1 -0.222
C 3.257 2.354 -1.491 -0.1 -0.3 0.1 0.005
C 2.329 3.321 -1.193 -0.3 -0.2 0.0 -0.023
C 1.312 2.690 -0.433 0.1 0.6 0.0 -0.253
C 0.358 3.348 0.376 -0.1 -0.7 0.4 -0.081
C 0.320 4.816 0.466 0.0 0.3 0.0 -0.182
C -0.899 5.498 0.465 0.1 -0.1 -0.1 -0.046
C -0.941 6.873 0.606 0.0 0.2 0.0 -0.078
C 0.232 7.597 0.750 0.0 0.0 0.0 -0.090
C 1.446 6.931 0.763 0.0 0.2 0.0 -0.076
C 1.492 5.558 0.623 -0.1 -0.1 0.1 -0.034
C -0.361 2.623 1.325 0.4 0.6 -0.4 -0.228
N -0.508 1.260 1.351 0.3 0.0 0.1 -0.008
C -1.030 0.954 2.589 -0.3 -0.7 0.5 -0.226
C -1.466 -0.304 2.969 0.2 0.5 -0.7 -0.079
C -2.000 -0.561 4.313 -0.1 0.0 0.3 -0.187
C -1.496 -1.631 5.053 0.0 0.1 0.0 -0.030
C -1.986 -1.913 6.314 0.0 -0.1 0.1 -0.078
C -3.000 -1.139 6.857 0.0 0.0 0.0 -0.090
C -3.506 -0.073 6.131 -0.1 0.0 0.1 -0.079
C -3.014 0.213 4.871 0.0 -0.1 -0.1 -0.039
C -1.466 -1.387 2.063 -0.4 0.0 0.6 -0.293
C -2.314 -2.514 2.173 0.3 0.2 -0.1 -0.001
C -2.044 -3.314 1.095 0.1 0.3 -0.3 -0.009
C -1.008 -2.681 0.364 -0.2 -0.5 0.0 -0.270
N -0.700 -1.468 0.931 -0.1 -0.4 0.5 -0.028
C -0.201 -3.335 -0.595 0.7 0.6 -0.3 -0.122
C 0.920 -2.712 -1.120 -0.9 -0.8 0.6 -0.282
C 2.049 -3.424 -1.658 0.4 0.3 -0.1 0.019
C 3.087 -2.560 -1.663 -0.3 -0.5 0.0 0.023
C 2.577 -1.289 -1.214 1.1 1.0 0.0 -0.224
N 1.234 -1.386 -0.935 -0.2 0.4 0.0 0.004
C -0.330 -4.810 -0.667 -0.1 -0.2 -0.1 -0.203
C -0.672 -5.495 -1.826 0.0 0.1 0.0 -0.033
C -0.771 -6.877 -1.828 0.0 -0.1 -0.1 -0.079
C -0.525 -7.597 -0.673 0.0 -0.1 0.0 -0.092
C -0.180 -6.926 0.490 0.0 0.0 0.1 -0.075
C -0.090 -5.547 0.493 0.1 -0.1 -0.1 -0.031
C -1.162 2.153 3.366 0.1 0.3 -0.3 0.014
C -0.815 3.189 2.566 -0.2 -0.3 0.3 0.022
N 1.548 1.334 -0.372 0.1 -0.1 0.1 0.025
H 8.641 -0.235 -0.494 0.1 0.0 0.0 0.100
H 7.104 -0.917 1.315 0.0 0.0 0.1 0.102
H 4.673 -0.899 0.932 -0.1 0.0 0.1 0.123
H 5.298 0.417 -3.080 -0.1 0.0 -0.1 0.117
H 7.731 0.383 -2.698 0.0 0.0 -0.1 0.101
H 4.175 2.464 -2.034 0.2 0.0 0.0 0.102
H 2.351 4.359 -1.466 0.1 0.1 0.0 0.106
H -1.819 4.940 0.351 0.0 -0.1 0.0 0.108
H -1.891 7.387 0.599 -0.1 0.0 0.0 0.102
H 0.200 8.672 0.856 0.0 0.1 0.0 0.100
H 2.365 7.487 0.888 0.1 0.0 0.0 0.103
H 2.441 5.046 0.664 0.0 0.0 0.0 0.115
H -0.716 -2.248 4.628 0.1 0.0 0.0 0.122
H -1.579 -2.741 6.877 0.0 -0.1 0.0 0.102
H -3.402 -1.373 7.834 0.0 0.0 0.1 0.100
H -4.295 0.539 6.544 -0.1 0.0 0.0 0.102
H -3.445 1.014 4.289 -0.1 0.1 0.0 0.117
H -3.048 -2.664 2.940 -0.1 0.0 0.2 0.118
H -2.509 -4.244 0.830 0.0 -0.2 0.0 0.118
H 2.027 -4.463 -1.932 0.1 -0.1 0.0 0.116
H 4.102 -2.734 -1.965 0.2 0.0 0.0 0.117
H -0.883 -4.949 -2.732 0.0 0.1 -0.1 0.093
H -1.046 -7.390 -2.738 0.0 0.0 -0.1 0.102
H -0.605 -8.675 -0.673 0.0 -0.1 0.0 0.100
H 0.018 -7.480 1.396 0.0 0.0 0.1 0.103
H 0.175 -5.027 1.403 0.0 0.1 0.1 0.126
H -1.486 2.191 4.388 0.0 0.0 0.2 0.107
H -0.782 4.236 2.806 0.0 0.1 0.1 0.115
O -0.685 1.157 -1.590 -0.1 1.3 -0.8 -0.348
N -1.647 2.066 -1.579 -1.1 0.3 0.1 -0.168
C -1.458 3.211 -2.254 0.2 0.5 -0.3 -0.025
C -2.441 4.161 -2.323 0.0 -0.2 0.0 -0.059
C -3.666 3.918 -1.685 0.2 -0.2 0.0 -0.062
C -3.856 2.734 -1.022 0.1 0.4 -0.2 -0.074
C -2.830 1.772 -0.948 0.2 -0.4 0.1 -0.653
S -2.957 0.300 -0.154 0.0 -0.2 0.1 0.817
H -0.492 3.310 -2.727 0.0 0.0 0.1 0.147
H -2.265 5.073 -2.867 0.1 0.1 0.0 0.110
H -4.446 4.664 -1.716 -0.1 0.0 0.0 0.111
H -4.786 2.496 -0.530 0.0 0.0 0.0 0.107
C -2.002 0.065 -3.926 0.2 -0.1 0.4 -0.262
P -1.440 -1.265 -2.747 -0.8 -0.5 -0.9 0.862
C -0.669 -2.341 -4.049 0.1 0.1 0.3 -0.264
C -3.062 -2.146 -2.601 0.3 0.1 0.1 -0.280
H -2.446 -0.372 -4.822 0.0 0.0 0.0 0.043
H -1.136 0.666 -4.210 0.0 0.1 0.0 0.040
H -2.740 0.708 -3.444 0.0 0.0 -0.1 0.030
H -1.385 -2.611 -4.826 0.0 0.0 0.0 0.040
H -0.282 -3.246 -3.591 0.1 -0.1 0.0 -0.003
H 0.169 -1.809 -4.497 0.1 0.0 0.0 0.044
H -3.515 -2.298 -3.580 0.0 0.0 -0.1 0.039
H -3.731 -1.553 -1.978 0.0 -0.1 0.0 -0.009
H -2.903 -3.106 -2.115 0.0 -0.1 0.0 0.027
```
Positions in Å, forces in eV/Å.

Summary:
Multiplicity: 2
Orbital gap (alpha / beta): 4.64 / 5.56 eV